Entry 1:
# C21H13N3O4S

A single C21H13N3O4S molecule (the ωB97M-V functional and the def2-TZVPD basis, the OMol25 dataset).

XYZ file:
```
42
Properties=species:S:1:pos:R:3:mulliken_charge:R:1
N 0.74 2.30 0.13 -0.588
C 0.87 1.15 -0.10 0.164
C 0.85 -0.15 -0.32 1.176
C 1.86 -1.04 -0.52 -0.107
C 3.20 -0.79 -0.63 -1.500
C 3.61 0.46 0.04 -0.329
C 4.98 0.80 0.12 0.135
C 5.38 2.26 -0.53 -0.660
C 6.66 2.65 -0.66 -0.733
C 7.79 1.67 -0.39 -0.457
C 7.39 0.62 0.02 -0.596
C 6.02 0.14 0.09 1.007
N 5.93 -1.46 0.62 0.883
O 5.07 -1.32 1.62 -0.541
O 6.61 -2.19 0.19 -0.522
H 8.16 -0.33 0.32 0.078
H 8.81 1.85 -0.46 0.471
H 6.90 3.59 -0.77 0.536
H 4.71 3.05 -0.64 0.397
H 2.97 1.36 0.46 0.197
H 3.81 -1.37 -0.95 0.969
H 1.50 -1.96 -0.55 0.561
C -0.65 -0.67 -0.27 -0.178
N -1.77 -0.03 0.01 -0.282
C -2.85 -0.64 -0.47 0.210
C -2.55 -2.13 -0.45 -0.553
S -0.95 -2.69 -0.57 -0.212
H -3.31 -2.78 -0.56 0.389
C -4.21 -0.18 0.05 1.050
C -4.11 1.20 0.19 -0.693
C -5.32 2.06 0.23 -1.035
C -6.53 1.21 0.12 0.682
C -6.46 -0.11 0.08 0.745
C -5.36 -0.99 -0.12 -1.652
H -5.39 -2.00 -0.23 0.484
O -7.74 -0.41 0.10 -0.383
C -8.57 0.53 0.09 -0.318
O -7.79 1.69 0.64 -0.416
H -9.21 0.44 1.20 0.149
H -9.40 0.76 -0.50 0.405
H -5.25 2.94 0.58 0.594
H -3.34 1.83 0.38 0.476
```

Computed properties:
Orbital gap, eV: 5.9

Entry 2:
# C2BrF2IO

2 unconnected molecules or ions with the total composition C2BrF2IO (the ωB97M-V functional and the def2-TZVPD basis, the OMol25 dataset).

XYZ file:
```
7
Properties=species:S:1:pos:R:3:mulliken_charge:R:1
C -0.76 -0.50 0.07 0.106
C 0.27 0.50 -0.29 0.675
O -1.85 -0.22 0.46 -0.375
F 1.42 0.26 1.32 -0.485
F 1.19 0.19 -1.15 -0.103
Br -0.17 2.28 -0.20 0.053
I -0.11 -2.50 -0.22 0.129
```

Computed properties:
ΔE to the lowest compared entry with this formula, charge and spin, kcal/mol: 46.7
Orbital gap, eV: 8.3

Table of highest occupied orbital energy (Ha), in record order: -0.27342; -0.38504
Table of energy (eV), in record order: -45463.414; -87696.683
Table of max |F| (eV/A), in record order: 18.10; 4.48